(1)
DFT (ωB97M-V/def2-TZVPD) results for a molecular structure, C5H6BCl2F8IInO3.

Structure (XYZ):
```
27
Properties=species:S:1:pos:R:3:lowdin_charge:R:1
C 0.99460 -1.22783 -0.98879 -0.2826
F -1.25605 1.41424 -1.28900 0.1338
I -1.66278 -0.27339 6.32284 -0.0056
In 0.13707 0.24036 4.21496 -0.0939
Cl -0.65047 2.39281 3.15002 -0.2090
O 3.01654 -0.53193 5.45695 -0.0594
F -0.06328 -1.67745 -3.10820 0.1101
H 2.19582 2.69608 4.78269 0.0802
H 3.67017 -0.86833 4.77478 0.0982
C -1.71518 0.96847 -2.48919 -0.4301
F -0.39921 2.57543 -3.63823 0.0877
H -3.17761 -0.49785 -2.01628 0.1497
C -2.13418 -0.50226 -2.35463 -0.0581
C -0.19324 -1.81184 -1.76675 -0.4732
H -1.13142 0.99206 -4.58460 0.1708
O -1.44585 -1.26565 -1.35956 0.0359
H -2.16403 -1.02098 -3.32085 0.1419
O 2.89829 1.98684 4.68438 -0.0379
F 2.17283 -1.72962 -1.44599 0.0826
F 0.44872 0.59031 -3.44143 0.0837
F -2.85334 1.69281 -2.74015 0.0936
C -0.71709 1.25468 -3.60579 -0.2963
B 2.28088 0.63976 4.87052 -0.5214
H 0.91333 -1.45499 0.07810 0.0776
F -0.27898 -3.14983 -1.53355 0.1335
F 1.06997 0.12028 -1.12513 0.0863
Cl 0.04448 -1.55219 2.47287 -0.0982
```

## Properties
HOMO energy, eV: -5.692
Max |F|, Eh/bohr: 0.0697
Total charge: -1



(2)
DFT (ωB97M-V/def2-TZVPD) results for 2 unconnected molecules or ions with the total composition C4H10OS.

Structure (XYZ):
```
16
Properties=species:S:1:pos:R:3:lowdin_charge:R:1
C -0.50194 -4.11452 1.33067 -0.0040
C 0.96445 0.53095 -1.42025 -0.1023
C -1.48598 -3.50034 1.92572 -0.2699
H -2.04671 -3.92142 2.74926 0.1158
H 0.36083 0.24070 -2.27796 0.0980
C 0.57812 1.78290 -0.65584 -0.4865
H 1.16530 1.85890 0.25581 0.0864
S 0.95771 3.37914 -1.44301 1.1705
H 2.02050 0.51779 -1.63242 0.0854
H -0.91487 -1.74996 1.62890 0.0779
H -0.47972 1.83149 -0.39347 0.1013
H -0.20336 -5.04686 1.80470 0.0628
O -1.78090 -2.15492 1.77355 -0.0327
H 2.09819 3.65264 -0.80545 -0.0407
H 0.77200 -0.29264 -0.74217 0.0881
H 0.31458 -3.72849 0.75206 0.0499
```

## Properties
HOMO energy (alpha / beta), eV: -11.715 / -11.715
Max |F|, Eh/bohr: 0.0460
<S²>: 0.753
Total charge: +1
ΔE to the lowest compared entry with this formula, charge and spin, kcal per mole: 39.3
Spin multiplicity: 2



(3)
DFT (ωB97M-V/def2-TZVPD) results for a gas-phase ion, C2H7ClO3P (charge +1).

Structure (XYZ):
```
14
Properties=species:S:1:pos:R:3:lowdin_charge:R:1
C -0.03373 2.21553 -0.32029 -0.0474
O -0.24233 -0.66480 -0.17099 -0.2087
H 0.60059 3.17780 -0.38694 0.1420
H -0.12950 1.71647 -1.17516 0.0218
C -0.32914 -2.10151 -0.48714 -0.0244
O 1.40529 -0.64296 1.99284 -0.1242
H -1.40649 -2.50655 -0.17175 0.1621
H 2.17016 -0.24360 2.44906 0.1093
H 0.31486 -2.77795 -0.02676 0.0643
H -1.15932 2.51597 -0.09763 0.1559
Cl 2.46781 -0.09400 -0.62228 0.6551
O 0.42436 1.41147 0.80954 -0.2162
P 0.92712 -0.00055 0.49807 0.2082
H -0.13379 -2.32166 -1.54100 0.1022
```

## Properties
HOMO energy, eV: -16.518
Max |F|, Eh/bohr: 0.1276
Total charge: +1
ΔE to the lowest compared entry with this formula, charge and spin, kcal per mole: 33.6



(4)
DFT (ωB97M-V/def2-TZVPD) results for C3H3NO2 in the gas phase.

Structure (XYZ):
```
9
Properties=species:S:1:pos:R:3:lowdin_charge:R:1
H -1.90870 -0.55606 0.34292 0.1379
O -0.52202 -2.04308 0.25199 0.0931
H 0.75826 0.23178 1.19941 0.1626
C 1.15908 0.00011 -0.76571 -0.1558
O -0.56737 1.47319 0.21159 -0.0083
N 2.00838 -0.35984 -1.46241 0.1807
H -0.20824 2.06324 -0.46261 0.1088
C -0.85484 -0.89152 0.29144 -0.1856
C 0.16006 0.27280 0.27890 -0.3333
```

## Properties
HOMO energy, eV: -10.686
SMILES string: N#C[C@@H](O)C=O
Max |F|, Eh/bohr: 0.0216
ΔE to the lowest compared entry with this formula, charge and spin, kcal per mole: 45.7